C24H16AuCl2F6N3O6S4 | the ωB97M-V functional and the def2-TZVPD basis

## Properties
HOMO energy (alpha / beta) = -8.09 / -8.33 eV
Energy above the lowest of the compared OMol25 structures with the same formula, charge and spin = 2724.02 kJ/mol
Total charge = 0
Gap between HOMO and LUMO (alpha / beta) = 7.03 / 4.62 eV
Expectation value of S² = 2.038
Calculated total energy = -4786.805393 hartree
Multiplicity = 3

Structure (XYZ):
```
62
C24H16AuCl2F6N3O6S4, DFT the ωB97M-V functional and the def2-TZVPD basis
Au 0.2443 -0.5143 0.2690
Cl -1.0680 -2.5563 1.0967
C -2.0618 -1.8279 0.5819
C -3.9821 -0.6075 1.4214
C -5.2196 -1.0911 1.3326
C -5.3726 -1.8557 0.1021
C -4.2378 -1.8091 -0.6012
Cl -3.8714 -2.5607 -2.0742
C -3.1889 -1.0490 0.2066
S -2.1108 0.3278 -0.5870
H -3.5382 -0.0025 2.1956
H -6.0016 -0.9544 2.0635
H -6.2644 -2.3878 -0.1893
C -2.2574 6.0824 -1.7896
C -1.2686 4.9504 -1.7711
C -1.6225 3.6879 -2.2301
C -0.7211 2.6335 -2.1730
C 0.5349 2.8483 -1.6369
C 0.9209 4.1066 -1.1946
C 0.0202 5.1504 -1.2699
S 1.6326 1.4769 -1.4783
O 2.9692 1.8572 -1.8233
O 1.0339 0.3341 -2.1193
N 1.5554 1.0937 0.2063
C 2.7297 1.0159 0.9488
C 3.6556 2.0342 1.0139
C 4.7765 1.9314 1.8540
C 5.0088 0.8156 2.6049
C 4.1434 -0.2931 2.4882
C 4.3668 -1.5419 3.1024
C 3.5262 -2.5866 2.8553
C 2.4197 -2.3924 2.0123
N 2.1540 -1.2243 1.4745
C 3.0000 -0.1754 1.6648
H -3.1638 5.8027 -2.3227
H -1.8308 6.9672 -2.2618
H -2.5297 6.3522 -0.7678
H -2.6120 3.5192 -2.6354
H -0.9717 1.6530 -2.5499
H 1.9216 4.2564 -0.8120
H 0.3113 6.1384 -0.9353
H 3.5085 2.9170 0.4107
H 5.4612 2.7676 1.9054
H 5.8642 0.7518 3.2643
H 5.2290 -1.6718 3.7449
H 3.6984 -3.5639 3.2821
H 1.7618 -3.2090 1.7510
F -1.0353 -1.3794 -3.1578
C -0.2343 -2.3617 -3.5628
F -0.9166 -3.1030 -4.4424
F 0.8202 -1.8585 -4.1752
S 0.2795 -3.4655 -2.1635
O 1.0510 -2.5235 -1.2096
O 1.0168 -4.4977 -2.8043
N -1.1118 -3.8374 -1.4264
S -0.5284 -3.6495 0.0574
O -0.1838 -1.9832 1.7909
O 0.4226 -4.7753 0.0056
C -1.8031 -3.2742 2.1775
F -3.1095 -3.7107 2.1198
F -1.9052 -2.6671 3.4495
F -1.3156 -4.5108 2.7109
```